1.
This record from OMol25 describes an isolated ion of composition C9H6F2NO3 and charge -1 in a non-equilibrium geometry. The level of theory is ωB97M-V/def2-TZVPD.

Orbital gap (hartree): 0.23394
Charge: -1
Total energy (Eh): -826.74606

The geometry in XYZ format:
```
21
C9H6F2NO3 (ωB97M-V/def2-TZVPD)
C -1.637 -1.006 0.909
C -2.687 0.695 -0.571
C 2.517 -0.720 0.067
C -0.488 -0.358 0.800
C 1.942 -1.491 -0.893
C -2.849 -0.474 0.222
C -1.529 1.402 -0.718
C 0.808 1.182 -0.234
C 2.029 0.663 0.471
N -0.371 0.754 0.023
O -3.953 -1.080 0.339
O -1.288 2.459 -1.288
O 0.974 -1.298 -1.726
F 1.853 0.747 1.838
F 3.102 1.567 0.275
H -1.799 -1.757 1.704
H -3.566 0.998 -1.229
H 3.411 -1.088 0.609
H 0.336 -0.521 1.499
H 2.315 -2.503 -1.034
H 0.881 1.829 -1.061
```

2.
This record from OMol25 describes one molecule with the formula C9H6FNOS in a non-equilibrium geometry. The level of theory is ωB97M-V/def2-TZVPD.

Orbital gap (hartree): 0.30093
SMILES string: O=c1ccsn1-c1cccc(F)c1
Total energy (Eh): -974.49017

The geometry in XYZ format:
```
19
C9H6FNOS (ωB97M-V/def2-TZVPD)
O -1.012 -2.591 -0.761
C -1.437 -1.471 -1.083
C -2.550 -1.223 -2.087
C -2.823 0.120 -1.778
S -1.679 1.047 -0.952
N -0.974 -0.242 -0.340
C 0.122 0.010 0.554
C 1.109 -0.927 0.594
C 2.393 -0.533 1.199
C 2.708 0.803 1.336
C 1.684 1.834 1.242
F 2.046 3.087 1.438
C 0.352 1.346 0.946
H -3.170 -1.899 -2.848
H -3.684 0.569 -2.162
H 0.706 -1.988 0.398
H 2.963 -1.263 1.757
H 3.644 1.206 1.642
H -0.399 2.115 0.904
```

Please write out number 2 again, unchanged.
This record from OMol25 describes one molecule with the formula C9H6FNOS in a non-equilibrium geometry. The level of theory is ωB97M-V/def2-TZVPD.

Orbital gap (hartree): 0.30093
SMILES string: O=c1ccsn1-c1cccc(F)c1
Total energy (Eh): -974.49017

The geometry in XYZ format:
```
19
C9H6FNOS (ωB97M-V/def2-TZVPD)
O -1.012 -2.591 -0.761
C -1.437 -1.471 -1.083
C -2.550 -1.223 -2.087
C -2.823 0.120 -1.778
S -1.679 1.047 -0.952
N -0.974 -0.242 -0.340
C 0.122 0.010 0.554
C 1.109 -0.927 0.594
C 2.393 -0.533 1.199
C 2.708 0.803 1.336
C 1.684 1.834 1.242
F 2.046 3.087 1.438
C 0.352 1.346 0.946
H -3.170 -1.899 -2.848
H -3.684 0.569 -2.162
H 0.706 -1.988 0.398
H 2.963 -1.263 1.757
H 3.644 1.206 1.642
H -0.399 2.115 0.904
```